Formula: C24H24AsClO5PS6Tc
Source: the Open Molecules 2025 dataset
Level of theory: the ωB97M-V functional and the def2-TZVPD basis

Geometry as XYZ:
```
63
Properties=species:S:1:pos:R:3
Tc 0.377 1.705 -1.274
C -2.542 1.303 1.554
C -2.236 2.224 0.383
C -3.079 3.491 0.414
O -0.850 2.588 0.350
C -2.484 1.479 -0.928
O -3.518 0.942 -1.204
O -1.442 1.473 -1.780
H -2.401 1.839 2.494
H -1.886 0.434 1.546
H -3.578 0.973 1.483
H -2.891 4.028 1.343
H -4.136 3.231 0.360
H -2.829 4.139 -0.425
H -0.470 2.743 1.252
S 3.431 3.634 -4.453
As 1.520 3.050 -4.048
S 1.406 0.967 -3.009
S 0.770 3.702 -1.948
S -0.116 3.078 -5.283
O -1.511 -2.082 -1.500
C -1.000 -1.507 -0.447
O -0.313 -0.504 -0.413
H -1.271 -2.054 0.463
S 0.767 2.832 2.913
P 1.754 1.302 2.183
S 2.175 1.276 0.130
C 3.417 1.179 2.899
C 3.490 1.322 4.285
C 4.705 1.202 4.933
C 5.859 0.944 4.204
C 5.791 0.805 2.828
C 4.572 0.919 2.173
C 1.007 -0.302 2.580
C 0.000 -0.383 3.532
C -0.526 -1.620 3.883
C -0.039 -2.774 3.290
C 0.981 -2.695 2.346
C 1.502 -1.465 1.991
H 2.594 1.541 4.853
H 4.755 1.318 6.007
H 6.811 0.857 4.711
H 6.688 0.612 2.255
H 4.539 0.813 1.097
H -0.371 0.525 3.989
H -1.314 -1.680 4.622
H -0.446 -3.738 3.566
H 1.367 -3.596 1.887
H 2.287 -1.406 1.247
Cl -0.103 -4.317 -3.368
C -1.469 -3.605 -4.183
C -2.111 -4.339 -5.163
C -3.187 -3.777 -5.835
C -3.611 -2.495 -5.526
C -2.958 -1.775 -4.537
C -1.879 -2.318 -3.849
C -1.186 -1.510 -2.803
H -1.764 -5.336 -5.398
H -3.688 -4.347 -6.605
H -4.446 -2.054 -6.053
H -3.282 -0.773 -4.287
H -0.103 -1.541 -2.912
H -1.528 -0.477 -2.817
```

As for the multiplicity: 1. The value obtained for the HOMO-LUMO gap (spin up / spin down) is 5.58 / 5.58 eV. The energy above the lowest of the compared OMol25 structures with the same formula, charge and spin is 0.0 kJ/mol. As for the electronic energy: -6812.5350 Eh. The LUMO energy (spin up / spin down) is -2.7159 / -2.7194 eV.